Record 1
Entry from OMol25: the molecule C16H22O3 (the ωB97M-V functional and the def2-TZVPD basis).

Frontier orbital gap   9.41 eV
E   -23091.941 eV
Multiplicity   1
Structure (SMILES)   CCCCC[C@H]1C[C@@H](COc2ccccc2)OC1=O
ΔE to the lowest compared entry with this formula, charge and spin   6.0 kcal per mole
E_HOMO   -8.63 eV

Cartesian coordinates (Å):
C  -5.12116  -0.09071  0.11001
C  -4.07834  0.85691  -0.47147
C  -2.73588  0.79676  0.25806
C  -2.00551  -0.53164  0.07315
C  -0.63129  -0.49900  0.73602
C  0.14186  -1.80798  0.55025
C  1.40945  -1.77390  1.39289
O  1.48414  -1.54452  2.56392
O  2.48552  -2.04446  0.64237
C  2.16794  -2.23928  -0.72968
C  2.97304  -1.25654  -1.60928
O  2.37538  0.00485  -1.75123
C  2.42187  0.92647  -0.73277
C  3.21812  0.84553  0.40086
C  3.16028  1.85218  1.35060
C  2.32550  2.94085  1.18181
C  1.54159  3.02892  0.04247
C  1.58706  2.03049  -0.90895
H  0.98335  2.07993  -1.80241
H  0.88692  3.87536  -0.10336
H  2.28385  3.71581  1.93161
H  3.77518  1.77270  2.23411
H  3.87089  0.00461  0.57039
H  3.00729  -1.65758  -2.62612
H  3.99536  -1.18754  -1.22278
C  0.64317  -2.06771  -0.87059
H  0.19334  -2.95496  -1.31132
H  0.43410  -1.21480  -1.51651
H  2.49583  -3.25451  -0.98531
H  -0.47472  -2.63424  0.91834
H  -0.74455  -0.32390  1.80796
H  -0.04496  0.32792  0.32827
H  -2.59259  -1.34177  0.50850
H  -1.89574  -0.73389  -0.99487
H  -2.89624  0.97383  1.32370
H  -2.09618  1.60021  -0.11563
H  -3.92590  0.62468  -1.52809
H  -4.45981  1.87881  -0.41052
H  -5.25334  0.09689  1.17331
H  -6.07904  0.05330  -0.38473
H  -4.82576  -1.12810  -0.02296

Cartesian forces, eV/Å:
C 0.105 0.141 -0.185
C 0.041 0.025 0.254
C -0.118 -0.177 -0.334
C 0.197 0.323 0.237
C -0.167 -0.301 -0.017
C 0.111 0.210 0.049
C -0.678 -0.023 0.276
O 0.124 0.013 0.029
O 0.521 -0.066 0.136
C 0.091 0.111 -0.747
C -0.033 -0.605 0.305
O -0.063 0.420 0.084
C -0.111 0.227 -0.037
C 0.105 -0.267 -0.204
C -0.058 0.130 0.020
C 0.038 0.083 0.144
C -0.015 -0.032 -0.032
C 0.103 -0.170 -0.108
H -0.072 -0.001 -0.101
H -0.053 0.069 -0.020
H 0.000 0.064 0.070
H 0.046 -0.019 0.080
H -0.004 -0.075 -0.002
H 0.047 -0.013 0.135
H -0.037 0.006 -0.079
C 0.002 -0.072 -0.031
H 0.002 0.019 -0.034
H -0.058 -0.067 0.006
H -0.039 0.156 0.013
H 0.092 0.029 0.025
H 0.025 0.048 0.009
H 0.031 0.018 0.039
H -0.032 -0.120 -0.039
H -0.045 -0.071 -0.099
H 0.032 0.071 0.081
H 0.062 0.048 0.068
H 0.008 0.078 -0.068
H -0.007 0.016 -0.099
H -0.051 -0.021 0.139
H -0.120 -0.060 0.006
H -0.027 -0.144 0.032

Record 2
Entry from OMol25: a structure of composition C16H23As2NO3Pd in a non-equilibrium geometry (the ωB97M-V functional and the def2-TZVPD basis).

Frontier orbital gap (spin up / spin down)   8.88 / 5.42 eV
E   -149735.567 eV
Multiplicity   3
Total charge   +2
ΔE to the lowest compared entry with this formula, charge and spin   0.0 kcal per mole
Expectation value of S²   2.016
E_HOMO (spin up / spin down)   -14.94 / -15.11 eV

Cartesian coordinates (Å):
Pd  -0.24061  0.11328  -0.41076
O  -1.28933  -0.59640  -2.58187
C  -0.88439  -0.74091  -3.75532
O  0.97982  0.77602  -2.15568
C  0.93083  0.83303  -3.39485
O  1.70128  1.69266  -4.05821
N  0.20189  0.03679  -4.24496
C  1.46192  1.51490  -5.48538
C  0.56365  0.31208  -5.65395
H  2.42220  1.39227  -5.99244
H  0.95028  2.39836  -5.87687
H  1.10701  -0.53705  -6.10121
H  -0.31844  0.51071  -6.28112
C  -1.35531  -1.68110  -4.77079
C  -2.49945  -2.36926  -4.59498
H  -0.70085  -1.79904  -5.64987
H  -3.13278  -2.15521  -3.73858
H  -2.76085  -3.12917  -5.32308
C  2.85245  1.35307  0.45365
As  1.27858  0.55407  1.33055
C  0.86499  2.16991  2.33647
C  1.14952  -0.53484  3.16248
C  2.18308  -1.03978  3.96377
C  1.83124  -1.86893  5.04313
C  0.49923  -2.16566  5.34042
C  -0.52645  -1.63966  4.55524
C  -0.17189  -0.81088  3.48498
As  -1.59124  -0.57505  1.88853
C  -3.03634  -0.47994  3.28523
C  -2.14454  1.25364  1.50463
H  3.45320  1.84009  1.22768
H  2.46792  2.08056  -0.27513
H  3.39122  0.54245  -0.04756
H  0.00020  2.01892  2.98608
H  1.76433  2.35888  2.92619
H  0.71718  2.95784  1.59455
H  3.23714  -0.86248  3.72872
H  2.61553  -2.34552  5.61875
H  0.24010  -2.83449  6.15965
H  -1.56986  -1.88826  4.78784
H  -2.59475  0.07481  4.11981
H  -3.90919  0.07264  2.92423
H  -3.32424  -1.47053  3.64619
H  -1.38902  1.76715  0.90116
H  -3.09400  1.16319  0.95713
H  -2.33125  1.73684  2.46555

Cartesian forces, eV/Å:
Pd -1.213 -0.882 -0.771
O 0.501 -0.508 -1.585
C 0.412 0.731 0.933
O 0.027 0.327 -1.154
C 0.698 0.344 0.904
O -0.737 -0.917 -0.150
N -0.561 0.173 0.875
C 0.268 0.910 -0.651
C -0.211 -1.037 -0.038
H -0.153 0.110 0.276
H 0.335 0.089 0.305
H -0.230 0.222 0.327
H 0.268 0.030 0.411
C -0.676 -0.477 0.109
C 1.030 0.483 -0.292
H -0.571 -0.168 0.569
H 0.053 -0.245 -0.130
H -0.302 0.126 0.159
C 0.231 -1.059 0.256
As 0.873 0.629 2.936
C -0.377 0.029 -0.586
C 0.587 -0.446 -0.961
C -0.170 -0.014 -0.272
C -0.068 0.145 -0.285
C -0.011 0.247 -0.217
C 0.028 0.215 0.022
C -0.640 0.031 -2.590
As 0.041 0.234 2.917
C -0.802 -1.131 0.040
C 0.372 0.060 -0.597
H -0.021 -0.144 -0.246
H -0.027 -0.323 0.280
H 0.135 0.468 0.010
H 0.233 0.206 -0.153
H -0.159 0.052 -0.004
H -0.091 0.225 0.394
H -0.425 -0.058 0.122
H 0.010 0.174 0.027
H 0.183 0.172 -0.158
H 0.622 0.119 -0.191
H 0.163 -0.054 -0.372
H 0.190 -0.372 -0.140
H -0.157 0.250 -0.158
H -0.300 0.659 0.049
H 0.342 0.047 0.098
H 0.298 0.326 -0.317

Record 3
Entry from OMol25: a structure of composition C16H23BBeN6 in a non-equilibrium geometry (the ωB97M-V functional and the def2-TZVPD basis).

Frontier orbital gap (spin up / spin down)   4.53 / 4.33 eV
E   -26964.234 eV
Multiplicity   1
Total charge   +2
E_HOMO (spin up / spin down)   -15.09 / -15.11 eV

Cartesian coordinates (Å):
C  -0.27132  2.50653  -0.58122
N  -0.13989  1.35506  -1.26922
N  0.07070  1.69684  -2.59994
C  -0.16429  3.01856  -2.76324
C  -0.35171  3.54474  -1.49078
B  0.39654  0.59668  -3.66326
N  1.48642  -0.37771  -3.07735
N  1.45348  -0.60699  -1.71403
C  2.54296  -1.33978  -1.38298
C  3.23770  -1.67995  -2.56087
C  2.54061  -1.03907  -3.60072
Be  0.01632  -0.27511  -1.01508
N  -0.93373  -0.23121  -3.76688
N  -1.41189  -0.59286  -2.53285
C  -2.56274  -1.26696  -2.72819
C  -2.88475  -1.24758  -4.09010
C  -1.85578  -0.54153  -4.71528
H  -3.09638  -1.71341  -1.88759
H  -1.67314  -0.30956  -5.76057
H  -3.75813  -1.69896  -4.51949
H  0.70195  1.01338  -4.75090
H  2.68742  -0.98371  -4.66173
H  -0.08428  3.50328  -3.72787
H  4.11438  -2.30181  -2.65946
H  -0.49295  4.56825  -1.21660
H  2.79486  -1.57964  -0.37294
H  -0.35327  2.47444  0.49262
H  -1.19015  -1.89371  -1.05150
C  -0.57766  -1.69787  -0.16505
H  0.21502  -2.46440  -0.11754
H  -0.24324  -0.40822  1.02196
H  -1.24559  -1.88718  0.67869
C  -1.19473  0.78390  5.05913
C  0.12183  0.15379  4.63971
C  1.29773  0.91191  5.22557
C  0.12908  -1.31860  5.04622
C  0.11809  0.25910  3.18548
C  0.00078  0.03186  2.00553
H  -1.28978  0.75633  6.14323
H  -2.00673  0.20589  4.60532
H  -1.24340  1.81192  4.69565
H  1.21120  0.85379  6.30831
H  2.25495  0.47526  4.93170
H  1.27819  1.96434  4.93014
H  -0.74682  -1.83100  4.63179
H  1.02609  -1.83685  4.71043
H  0.07605  -1.36216  6.13174

Cartesian forces, eV/Å:
C -0.558 -1.358 -1.272
N 0.861 1.270 -0.125
N -0.804 -0.372 0.113
C 0.696 -0.482 1.045
C 0.044 0.901 -0.066
B 0.754 0.014 -0.246
N -0.051 -0.119 0.946
N 1.366 -0.459 -0.738
C -0.665 0.228 -2.120
C -0.626 0.675 -0.231
C -0.248 0.066 0.960
Be -0.410 -0.483 0.074
N -2.262 0.035 -2.445
N -1.710 -1.597 -0.483
C 1.181 0.896 1.177
C -1.365 -0.793 1.032
C 3.969 1.450 0.451
H 0.142 0.213 -0.426
H -0.141 -0.027 0.210
H -0.126 -0.014 -0.319
H -0.100 0.025 0.394
H 0.318 -0.122 -0.166
H -0.035 -0.134 0.164
H -0.035 0.193 0.047
H -0.045 0.343 -0.153
H -0.181 -0.175 0.346
H -0.097 0.205 -0.033
H 0.408 -0.813 0.743
C -0.128 -0.262 0.217
H -0.294 0.255 -0.019
H 0.086 0.009 -0.575
H -0.022 0.091 -0.010
C -1.377 0.437 -0.508
C 1.475 0.380 -1.043
C 0.303 0.351 0.254
C -0.368 -0.674 -0.344
C 0.269 -0.406 4.757
C -0.427 -0.065 -2.628
H 0.175 -0.044 0.036
H -0.109 0.243 0.278
H -0.149 -0.007 0.270
H 0.115 0.084 0.085
H -0.118 0.027 0.006
H 0.054 -0.108 0.081
H 0.178 0.010 0.150
H 0.038 0.083 0.048
H 0.017 0.030 0.063

Record 4
Entry from OMol25: a structure of composition C16H23CaNO7S in a non-equilibrium geometry (the ωB97M-V functional and the def2-TZVPD basis).

Frontier orbital gap   4.48 eV
E   -62025.175 eV
Multiplicity   1
Total charge   +2
E_HOMO   -14.37 eV

Cartesian coordinates (Å):
C  5.49815  -2.49397  1.42491
C  4.59196  -2.84232  0.06305
O  5.45652  -3.04673  -1.12230
C  3.54422  -1.62574  -0.26768
N  4.15307  -0.43518  -0.98556
C  3.21532  0.78211  -0.84293
C  1.77774  0.50771  -1.58765
O  0.91029  1.68727  -1.72228
C  0.33647  2.11579  -0.43765
C  0.16302  3.77517  -0.55621
O  -0.96680  4.29881  0.22680
S  -1.02448  3.56216  1.76325
O  0.40806  3.74251  2.38702
O  -2.03507  4.30729  2.70993
C  -1.47453  1.74696  1.55419
C  -1.06490  1.36095  -0.02038
O  -2.23523  1.75030  -0.83505
C  -2.84567  0.54765  -1.42257
O  -2.37555  0.14912  -2.63475
C  -4.00324  -0.39244  -0.73507
C  -5.46507  -0.56770  -1.51929
C  -6.68962  -1.52988  -0.94078
C  -6.46164  -2.36223  0.46827
C  -5.03049  -2.13959  1.23640
C  -3.79435  -1.19174  0.69351
H  5.05895  -3.08865  2.33677
H  6.63087  -2.80051  1.21942
H  5.37660  -1.31868  1.57412
H  3.93525  -3.82156  0.23446
H  4.90198  -3.52440  -1.81576
H  2.97142  -1.33149  0.73053
H  2.71547  -2.06827  -1.00379
H  5.06276  -0.16730  -0.50349
H  3.78421  1.74001  -1.20391
H  3.06786  0.90288  0.33381
H  1.18005  -0.41821  -1.13046
H  2.04577  0.16438  -2.69915
H  1.07143  1.96602  0.49130
H  -0.07770  3.97321  -1.70799
H  1.16051  4.33163  -0.26587
H  -0.89537  1.10904  2.34714
H  -2.66085  1.66582  1.66061
H  -0.92379  0.17784  -0.02142
H  -5.63975  0.01098  -2.53506
H  -7.69116  -1.63798  -1.56517
H  -7.32970  -3.06658  0.84248
H  -4.85553  -2.73703  2.24890
H  -2.78633  -1.07629  1.28773
Ca  -0.69116  -0.69116  2.24762

Cartesian forces, eV/Å:
C -0.351 0.106 -1.360
C -0.249 -0.087 0.071
O -2.120 -0.548 0.852
C -0.573 -0.956 -1.014
N -0.976 0.535 1.989
C 0.259 -0.356 1.229
C 1.166 -1.063 -1.314
O -0.231 -0.621 2.983
C 0.759 0.928 0.295
C 0.939 -0.811 -2.001
O -0.007 -2.756 2.101
S 2.245 7.030 6.324
O -4.826 -2.273 -3.104
O 3.026 -3.904 -4.921
C -1.184 0.067 -1.911
C -0.327 0.157 0.571
O 0.641 -3.314 0.771
C 2.048 -3.241 -6.900
O -3.281 2.946 8.472
C -2.746 -1.390 1.546
C 0.480 -1.732 2.810
C 3.960 0.192 2.178
C 3.118 3.253 -2.455
C -0.241 0.895 -2.013
C -4.620 -0.174 -2.956
H 0.968 1.295 -1.784
H -2.614 0.775 0.560
H 0.587 -2.576 0.015
H 1.390 2.060 -0.205
H 1.106 0.960 1.334
H 0.879 -0.288 -1.288
H 1.705 0.890 1.563
H -1.441 -0.523 -0.892
H -1.401 -1.879 0.325
H -0.103 0.087 -2.079
H 1.168 1.951 -0.615
H -0.735 0.891 2.424
H -1.349 -0.042 -1.976
H 0.319 -0.289 2.708
H -2.096 -1.352 -0.411
H -0.970 3.724 -0.751
H 2.532 0.052 0.028
H -0.065 1.785 -0.652
H 0.556 -1.318 2.387
H 2.418 0.320 1.488
H 2.218 1.589 -0.567
H -0.429 1.446 -2.452
H -1.837 -0.328 -0.917
Ca 0.286 -2.112 -0.490

Record 5
Entry from OMol25: a structure of composition C16H23CdF4N2O4S3Se (the ωB97M-V functional and the def2-TZVPD basis).

Frontier orbital gap   7.28 eV
E   -141421.667 eV
Multiplicity   1
Total charge   -1
ΔE to the lowest compared entry with this formula, charge and spin   1.1 kcal per mole
E_HOMO   -4.96 eV

Cartesian coordinates (Å):
Cd  0.84427  0.85878  0.59348
C  -0.87125  3.61043  1.77886
N  -0.27481  2.40277  2.32457
C  0.56173  2.71161  3.47773
C  -1.27346  1.38826  2.64642
C  -2.10566  0.95360  1.42988
N  -1.29709  0.89551  0.22166
C  -1.88908  1.11338  -0.96541
C  -1.12661  1.59070  -2.05590
F  0.19865  1.80355  -1.86603
C  -1.64784  1.82299  -3.30111
F  -0.81689  2.26741  -4.26684
C  -2.98690  1.61986  -3.59210
C  -3.75702  1.14928  -2.55074
F  -5.06615  0.89414  -2.75568
C  -3.24394  0.89647  -1.29312
F  -4.07716  0.31756  -0.39121
H  -1.53595  4.09900  2.51092
H  -1.44437  3.37822  0.88231
H  -0.07972  4.31033  1.50976
H  -0.02455  3.19634  4.27533
H  1.37299  3.37133  3.17179
H  1.01183  1.79509  3.85548
H  -1.96653  1.75070  3.42528
H  -0.73138  0.53465  3.06350
H  -2.93560  1.65504  1.29893
H  -2.55673  -0.01319  1.68384
H  -3.39847  1.81378  -4.56988
C  2.35029  -2.64589  1.02244
C  3.03706  -2.43174  -0.33435
S  2.60855  -0.91782  -1.23257
C  2.00511  -1.58550  -2.79687
C  0.84549  -2.57857  -2.78395
S  -0.65909  -1.88734  -2.07325
C  -1.16366  -3.14775  -0.88549
C  -0.12172  -3.61044  0.12667
S  0.58463  -2.29551  1.14499
H  2.79877  -1.97621  1.75460
H  2.52163  -3.67558  1.34530
H  2.85354  -3.27621  -1.00179
H  4.10829  -2.37798  -0.14195
H  2.85332  -2.04748  -3.30979
H  1.73105  -0.70219  -3.37861
H  1.12147  -3.47931  -2.23796
H  0.64464  -2.88397  -3.81349
H  -1.55787  -4.01956  -1.41394
H  -2.00793  -2.68355  -0.36958
H  0.69576  -4.13237  -0.37192
H  -0.59880  -4.34367  0.78150
O  1.98161  0.06796  2.37451
Se  3.37519  0.90859  1.92199
O  3.93877  1.80788  3.14661
O  2.75122  1.89585  0.69789
O  4.42035  -0.16921  1.28726

Cartesian forces, eV/Å:
Cd -0.657 -0.024 -0.187
C 0.021 -0.019 0.030
N -0.061 -0.030 -0.055
C 0.008 -0.074 -0.032
C 0.052 0.050 -0.029
C 0.035 -0.041 -0.028
N 0.010 0.020 0.020
C 0.167 -0.045 0.180
C 0.072 -0.075 -0.096
F -0.005 0.000 0.006
C 0.107 -0.023 -0.074
F -0.068 0.010 -0.014
C 0.012 0.031 0.008
C -0.020 -0.018 0.124
F 0.008 0.002 -0.046
C -0.133 -0.052 -0.045
F 0.037 0.029 0.022
H -0.010 0.003 -0.010
H 0.008 0.009 -0.009
H 0.002 -0.002 0.011
H 0.003 0.007 0.008
H 0.007 -0.004 0.013
H 0.003 0.029 -0.008
H -0.005 -0.042 0.022
H 0.018 -0.015 -0.039
H -0.005 0.040 -0.024
H -0.055 0.010 0.000
H 0.004 -0.003 -0.001
C 0.071 0.033 -0.095
C -0.041 -0.120 0.086
S 0.011 0.186 0.170
C -0.032 -0.080 -0.123
C 0.101 -0.033 -0.071
S -0.091 0.232 0.021
C -0.043 -0.043 0.051
C -0.007 -0.135 -0.065
S -0.003 0.126 0.131
H -0.061 -0.002 -0.035
H 0.041 0.002 -0.002
H -0.004 0.020 -0.023
H -0.005 -0.016 0.018
H -0.024 -0.011 -0.032
H -0.010 0.013 0.036
H -0.013 0.004 0.011
H 0.022 -0.012 0.005
H 0.013 -0.008 0.005
H 0.027 0.017 0.007
H 0.000 0.011 -0.009
H -0.001 -0.015 -0.009
O 0.189 0.169 -0.096
Se 0.382 0.147 0.177
O -0.093 -0.272 -0.314
O 0.211 -0.233 0.230
O -0.195 0.246 0.177

- Look up the E of the second one.
  -149735.567 eV

- What is the formula in the second record?
  C16H23As2NO3Pd

- The highest E belongs to which entry?
  C16H22O3